This record from OMol25 describes a structure of composition C23H32IN7O6Ti. The level of theory is the ωB97M-V functional and the def2-TZVPD basis.

```
70
C23H32IN7O6Ti the ωB97M-V functional and the def2-TZVPD basis
Ti -0.188 -0.060 -0.189
C 2.808 -3.211 -0.259
N 2.762 -1.891 -0.852
C 2.452 -1.827 -2.265
C 2.701 -0.764 -0.098
N 1.904 0.224 -0.480
C 2.300 1.535 -0.212
C 3.627 1.943 -0.344
C 4.004 3.244 -0.069
C 3.056 4.150 0.374
C 1.726 3.779 0.452
C 1.317 2.489 0.114
N -0.017 2.084 0.155
C -0.963 2.933 -0.219
N -0.791 3.880 -1.176
C -1.592 5.081 -1.250
C 0.259 3.842 -2.168
N -2.187 2.876 0.363
C -3.410 2.918 -0.408
C -2.356 2.523 1.756
N 3.525 -0.701 0.979
C 4.778 -1.418 1.030
C 3.317 0.164 2.119
H 1.987 -3.813 -0.659
H 2.682 -3.139 0.819
H 3.747 -3.725 -0.482
H 3.375 -1.876 -2.849
H 1.933 -0.895 -2.494
H 1.817 -2.664 -2.544
H 4.364 1.223 -0.672
H 5.037 3.540 -0.170
H 3.347 5.154 0.643
H 0.984 4.488 0.791
H -2.125 5.246 -0.317
H -2.309 5.035 -2.073
H -0.922 5.926 -1.422
H 0.731 2.863 -2.199
H 1.020 4.600 -1.953
H -0.178 4.038 -3.150
H -3.181 2.870 -1.469
H -4.000 3.813 -0.197
H -4.016 2.048 -0.147
H -1.393 2.297 2.216
H -3.020 1.663 1.869
H -2.812 3.368 2.285
H 5.044 -1.798 0.047
H 4.744 -2.246 1.743
H 5.556 -0.723 1.354
H 2.275 0.466 2.179
H 3.956 1.052 2.064
H 3.568 -0.400 3.020
O -2.850 -1.867 4.769
C -2.288 -1.468 3.790
C -0.824 -1.146 3.627
O 0.006 -1.251 4.540
C -0.700 -0.701 2.284
C -1.958 -0.681 1.594
O -1.920 -0.184 0.370
C -3.003 -1.135 2.414
O -4.208 -1.297 2.273
O 0.333 -0.284 1.629
N -1.544 -3.483 -0.122
C -0.810 -2.780 -1.062
O -0.066 -1.808 -0.602
C -0.806 -3.184 -2.361
I -0.989 0.483 -2.738
H -1.737 -3.014 0.752
H -2.294 -4.056 -0.477
H -1.445 -3.982 -2.688
H -0.236 -2.671 -3.111
```

Calculated values
Kohn-Sham gap (alpha / beta) = 6.55 / 4.51 eV
spin multiplicity = 3
HOMO (alpha / beta) = -6.7 / -7.6 eV
total energy = -78303.1340 eV
LUMO (alpha / beta) = -0.16 / -3.08 eV
relative energy (zero: lowest compared OMol25 entry of this formula, charge and spin) = 1.930 eV

This record from OMol25 describes a cluster of 2 separate species, C3H8NO2 in total. The level of theory is the ωB97M-V functional and the def2-TZVPD basis.

```
14
C3H8NO2 the ωB97M-V functional and the def2-TZVPD basis
C -0.398 -1.997 -0.170
C -0.788 -0.741 -0.352
C 0.334 0.163 -0.715
N 0.223 1.278 0.961
O 0.266 1.169 -1.595
O 1.503 -0.427 -0.578
H 0.668 -2.214 -0.223
H -1.286 -2.651 -0.047
H -1.777 -0.477 -0.091
H 0.687 0.999 1.840
H -0.785 1.296 1.227
H 0.307 2.243 0.695
H -0.678 1.278 -1.996
H 2.343 -0.077 -0.855
```

Calculated values
Kohn-Sham gap (alpha / beta) = 7.45 / 8.38 eV
total charge = +1
spin multiplicity = 3
HOMO (alpha / beta) = -10.8 / -16.0 eV
total energy = -8813.2343 eV
LUMO (alpha / beta) = -3.34 / -7.61 eV
relative energy (zero: lowest compared OMol25 entry of this formula, charge and spin) = 1.474 eV

This record from OMol25 describes a cluster of 4 separate species, C30H63N10O6P3 in total. The level of theory is the ωB97M-V functional and the def2-TZVPD basis.

```
112
C30H63N10O6P3 the ωB97M-V functional and the def2-TZVPD basis
H 7.945 -4.939 1.365
N 7.029 -4.436 1.569
C 6.213 -4.753 0.511
C 4.683 -4.221 0.259
C 4.244 -2.913 1.144
C 2.814 -2.516 1.460
C 1.397 -3.227 1.037
C 1.232 -4.374 -0.157
C -0.222 -5.108 -0.523
C -1.605 -4.701 0.258
C -1.491 -3.527 1.419
C -0.027 -2.825 1.814
C 2.897 -1.148 2.361
O 1.970 -0.442 3.014
O 4.287 -0.637 2.506
C 5.101 -1.709 1.853
O 6.408 -1.452 1.936
H 6.655 -5.491 -0.316
H 3.918 -5.097 0.519
H 4.609 -3.911 -0.882
H 2.150 -4.721 -0.804
H -0.227 -5.929 -1.362
H -2.631 -5.211 0.013
H -2.482 -3.204 1.961
H -0.086 -2.022 2.683
C -2.795 3.165 -2.459
N -3.294 1.850 -2.783
C -4.168 1.896 -3.950
P -2.977 0.324 -2.128
O -2.123 -0.075 -3.357
N -1.595 0.305 -1.095
C -0.929 1.473 -0.541
C -0.560 -0.690 -1.420
N -3.959 0.783 -0.716
C -4.880 1.891 -0.550
C -3.789 0.043 0.533
H -3.637 3.864 -2.324
H -2.156 3.562 -3.248
H -2.248 3.231 -1.526
H -5.197 1.655 -3.663
H -3.848 1.178 -4.717
H -4.185 2.880 -4.432
H -0.419 2.052 -1.309
H -0.178 1.179 0.205
H -1.627 2.103 0.019
H 0.089 -0.338 -2.234
H -1.012 -1.640 -1.724
H 0.073 -0.912 -0.558
H -4.359 2.780 -0.180
H -5.670 1.659 0.174
H -5.418 2.141 -1.467
H -3.130 0.586 1.223
H -3.364 -0.948 0.357
H -4.743 -0.124 1.046
C -9.690 5.521 -7.216
N -9.177 6.357 -6.158
C -9.868 7.641 -6.125
P -8.029 6.078 -4.949
O -9.130 5.977 -3.865
N -7.626 4.409 -4.771
C -7.938 3.352 -5.718
C -7.767 3.853 -3.415
N -6.763 6.194 -6.195
C -6.844 6.702 -7.551
C -5.448 5.618 -5.922
H -9.630 6.055 -8.180
H -10.733 5.251 -7.050
H -9.135 4.606 -7.389
H -9.182 8.449 -6.398
H -10.265 7.854 -5.122
H -10.719 7.687 -6.814
H -9.007 3.149 -5.764
H -7.434 2.415 -5.440
H -7.544 3.579 -6.713
H -8.813 3.594 -3.197
H -7.423 4.568 -2.661
H -7.164 2.952 -3.283
H -7.127 5.909 -8.250
H -5.881 7.101 -7.894
H -7.536 7.541 -7.653
H -5.353 4.625 -6.380
H -5.267 5.521 -4.848
H -4.635 6.243 -6.310
C 8.920 -4.517 8.522
N 9.217 -4.894 7.160
C 10.169 -5.999 7.121
P 8.608 -4.359 5.678
O 7.790 -5.661 5.494
N 7.170 -3.417 5.837
C 6.668 -2.832 7.069
C 6.012 -3.869 5.049
N 9.547 -2.862 5.889
C 10.623 -2.569 6.816
C 9.168 -1.676 5.123
H 9.854 -4.286 9.061
H 8.413 -5.317 9.062
H 8.325 -3.617 8.630
H 11.120 -5.665 6.694
H 9.791 -6.828 6.508
H 10.383 -6.415 8.112
H 6.316 -3.591 7.766
H 5.827 -2.154 6.867
H 7.417 -2.191 7.542
H 5.489 -4.698 5.549
H 6.321 -4.205 4.055
H 5.291 -3.064 4.892
H 10.231 -2.175 7.758
H 11.310 -1.813 6.415
H 11.260 -3.432 7.019
H 8.560 -0.995 5.732
H 8.599 -1.941 4.228
H 10.042 -1.117 4.771
```

Calculated values
Kohn-Sham gap = 5.58 eV
SMILES = [H]/N=C/CC1=C(c2ccccc2)C(=O)OC1=O.CN(C)P(=O)(N(C)C)N(C)C.CN(C)P(=O)(N(C)C)N(C)C.CN(C)P(=O)(N(C)C)N(C)C
HOMO = -7.5 eV
total energy = -87161.1197 eV
LUMO = -1.93 eV

This record from OMol25 describes a structure of composition C8H17O3P2Sc. The level of theory is the ωB97M-V functional and the def2-TZVPD basis.

```
31
C8H17O3P2Sc the ωB97M-V functional and the def2-TZVPD basis
C 2.383 -0.754 -0.385
C 2.760 -2.116 -0.657
C 2.862 -2.251 -2.066
C 2.693 -0.981 -2.694
C 2.352 -0.057 -1.653
Sc 0.051 0.868 0.649
P 1.756 1.978 2.370
H 2.216 -0.305 0.602
H 2.856 -2.910 0.083
H 3.145 -3.169 -2.594
H 2.083 0.975 -1.769
H 2.793 -0.760 -3.760
H 2.347 3.205 1.927
H 2.953 1.334 2.812
H 1.291 2.504 3.619
C -2.341 -2.559 0.204
O -2.695 -1.620 1.268
P -1.554 -0.703 1.981
O -2.003 0.854 1.401
C -3.420 1.094 1.070
O -0.710 0.676 -1.022
C -0.911 2.088 -1.061
H -2.219 -3.545 0.693
H -1.414 -2.244 -0.316
H -3.204 -2.576 -0.476
H -3.590 0.931 0.000
H -4.060 0.426 1.669
H -3.616 2.126 1.363
H -0.713 2.409 -2.096
H -1.914 2.388 -0.722
H -0.179 2.694 -0.442
```

Calculated values
Kohn-Sham gap = 5.04 eV
HOMO = -6.0 eV
total energy = -53988.1569 eV
LUMO = -0.99 eV
relative energy (zero: lowest compared OMol25 entry of this formula, charge and spin) = 0.000 eV

This record from OMol25 describes a cluster of 6 separate species, C35H47N10OS in total. The level of theory is the ωB97M-V functional and the def2-TZVPD basis.

```
94
C35H47N10OS the ωB97M-V functional and the def2-TZVPD basis
C 4.894 -3.008 2.171
C 5.038 -1.915 3.316
C 5.292 -0.535 2.552
N 4.800 0.636 3.308
N 4.355 1.693 2.478
C 5.091 2.942 2.910
C 4.681 3.474 4.328
C 5.835 4.413 4.899
N 5.292 5.224 6.019
C 2.877 1.863 2.401
C 2.105 0.498 2.186
S 0.361 0.735 1.698
C -0.487 1.160 3.243
N -1.229 2.234 3.500
N -1.598 2.095 4.810
C -1.070 0.966 5.282
O -0.336 0.299 4.316
H 5.868 -3.173 1.632
H 4.097 -2.705 1.438
H 4.605 -4.006 2.590
H 5.854 -2.156 4.032
H 4.023 -1.813 3.781
H 6.413 -0.459 2.450
H 4.850 -0.657 1.532
H 4.127 0.393 4.032
H 4.676 1.505 1.507
H 5.076 3.740 2.118
H 6.172 2.634 2.988
H 4.413 2.673 5.062
H 3.784 4.139 4.221
H 6.719 3.828 5.253
H 6.192 5.147 4.127
H 4.295 5.402 5.892
H 5.373 4.684 6.881
H 2.678 2.550 1.531
H 2.417 2.356 3.293
H 2.093 0.003 3.199
H 2.639 -0.175 1.476
H -1.176 0.611 6.323
N -1.221 -2.374 -1.869
C -1.388 -1.543 -0.836
C -2.619 -1.049 -0.434
C -3.744 -1.435 -1.146
C -3.596 -2.294 -2.222
C -2.320 -2.734 -2.540
H -0.479 -1.268 -0.312
H -2.695 -0.380 0.414
H -4.725 -1.070 -0.864
H -4.452 -2.617 -2.802
H -2.155 -3.410 -3.371
N 3.863 1.111 -0.777
C 4.933 1.569 -1.441
C 4.950 1.808 -2.804
C 3.796 1.556 -3.530
C 2.674 1.080 -2.870
C 2.755 0.877 -1.506
H 5.816 1.749 -0.833
H 5.844 2.181 -3.287
H 3.772 1.729 -4.597
H 1.757 0.872 -3.405
H 1.902 0.508 -0.945
N -6.347 -4.443 -3.449
C -6.488 -5.607 -2.806
C -6.112 -6.832 -3.335
C -5.561 -6.856 -4.606
C -5.407 -5.663 -5.294
C -5.812 -4.492 -4.674
H -6.926 -5.538 -1.816
H -6.248 -7.743 -2.766
H -5.256 -7.793 -5.055
H -4.981 -5.642 -6.288
H -5.707 -3.533 -5.172
N -11.272 -2.886 0.085
C -11.623 -4.080 -0.402
C -10.851 -4.805 -1.297
C -9.648 -4.259 -1.714
C -9.263 -3.022 -1.225
C -10.106 -2.381 -0.331
H -12.574 -4.463 -0.048
H -11.184 -5.770 -1.657
H -9.016 -4.792 -2.414
H -8.330 -2.565 -1.530
H -9.848 -1.412 0.083
N 2.610 4.176 -3.820
C 2.091 5.060 -4.679
C 1.769 6.366 -4.343
C 1.993 6.781 -3.040
C 2.528 5.882 -2.131
C 2.818 4.600 -2.570
H 1.931 4.689 -5.685
H 1.354 7.039 -5.081
H 1.753 7.793 -2.737
H 2.716 6.170 -1.105
H 3.242 3.862 -1.895
```

Calculated values
Kohn-Sham gap = 8.38 eV
total charge = +1
HOMO = -10.6 eV
total energy = -64831.1273 eV
LUMO = -2.24 eV

This record from OMol25 describes an isolated molecule of C5H7N. The level of theory is the ωB97M-V functional and the def2-TZVPD basis.

```
13
C5H7N the ωB97M-V functional and the def2-TZVPD basis
C 0.746 1.095 0.156
C 1.014 -0.383 0.441
N 0.316 -0.252 -1.802
C -0.049 -0.356 -0.575
C 0.533 0.978 1.425
C -1.451 -0.596 0.002
H 1.049 1.586 -0.760
H 2.009 -0.682 0.725
H 0.043 -1.025 -2.400
H 1.096 1.578 2.130
H -2.009 -1.444 -0.390
H -1.243 -0.808 1.048
H -2.054 0.309 -0.002
```

Calculated values
Kohn-Sham gap = 7.63 eV
HOMO = -8.0 eV
total energy = -6781.3807 eV
LUMO = -0.38 eV
relative energy (zero: lowest compared OMol25 entry of this formula, charge and spin) = 7.132 eV

This record from OMol25 describes a cluster of 3 separate species, C21H46BrF4NO8P2S2 in total. The level of theory is the ωB97M-V functional and the def2-TZVPD basis.

```
85
C21H46BrF4NO8P2S2 the ωB97M-V functional and the def2-TZVPD basis
H -5.201 2.680 1.685
N -5.494 1.743 1.965
C -5.293 0.895 1.056
C -5.672 -0.545 1.311
C -4.708 1.202 -0.312
P -2.869 1.011 -0.377
F -3.069 -0.559 -0.944
C -1.932 0.475 1.100
C -1.997 -0.991 1.549
C -0.878 -1.930 1.043
C -0.207 -1.597 -0.289
C 1.051 -2.432 -0.529
C 2.190 -2.145 0.468
C 3.503 -1.697 -0.184
C 4.321 -0.749 0.689
C 5.525 -0.134 -0.043
C 5.480 1.387 -0.087
O 5.445 1.970 1.202
C 6.706 2.038 1.824
P -2.719 3.187 0.445
O -1.091 3.393 0.573
Br -3.286 4.502 -1.287
C -1.956 1.327 -2.035
F -1.372 0.248 -2.561
F -2.854 1.770 -2.939
F -1.004 2.257 -1.901
H -6.730 -0.589 1.573
H -5.485 -1.185 0.450
H -5.112 -0.929 2.164
H -4.974 2.213 -0.632
H -5.101 0.496 -1.042
H -0.903 0.808 0.946
H -2.321 1.120 1.896
H -1.939 -0.969 2.640
H -2.973 -1.408 1.312
H -1.304 -2.933 0.944
H -0.116 -2.005 1.823
H -0.916 -1.786 -1.095
H 0.075 -0.540 -0.344
H 0.777 -3.492 -0.515
H 1.405 -2.220 -1.542
H 1.873 -1.369 1.174
H 2.388 -3.034 1.071
H 4.112 -2.583 -0.400
H 3.302 -1.217 -1.150
H 3.680 0.060 1.051
H 4.686 -1.288 1.566
H 6.457 -0.449 0.435
H 5.561 -0.488 -1.080
H 6.339 1.781 -0.649
H 4.572 1.720 -0.596
H 6.563 2.510 2.794
H 7.405 2.642 1.231
H 7.142 1.044 1.981
H -0.890 4.127 1.170
C 6.725 -5.851 3.990
C 7.855 -4.961 3.525
O 7.817 -4.707 2.095
S 6.740 -3.671 1.570
C 7.424 -3.402 -0.026
O 6.832 -2.474 2.354
O 5.468 -4.313 1.436
H 5.759 -5.361 3.888
H 6.880 -6.098 5.041
H 6.702 -6.775 3.413
H 7.862 -4.002 4.044
H 8.822 -5.437 3.672
H 8.395 -2.927 0.083
H 6.729 -2.744 -0.546
H 7.500 -4.357 -0.537
C -9.662 5.162 -2.895
C -9.317 4.061 -3.872
O -7.906 4.039 -4.216
S -6.906 3.444 -3.139
C -5.516 3.236 -4.192
O -7.399 2.168 -2.707
O -6.600 4.432 -2.151
H -9.208 4.992 -1.921
H -10.745 5.199 -2.772
H -9.319 6.127 -3.268
H -9.593 3.076 -3.493
H -9.809 4.211 -4.830
H -5.753 2.494 -4.949
H -4.697 2.899 -3.558
H -5.272 4.197 -4.637
```

Calculated values
Kohn-Sham gap = 8.90 eV
SMILES = [H]/N=C(/C)CP(F)(CCCCCCCCCCOC)(P(O)Br)C(F)(F)F.CCOS(C)(=O)=O.CCOS(C)(=O)=O
HOMO = -8.3 eV
total energy = -161554.0481 eV
LUMO = 0.57 eV